No. 1
C3H5FS | the ωB97M-V functional and the def2-TZVPD basis

```
! wB97M-V def2-TZVPD RIJCOSX def2/J DEFGRID3
* xyz 0 3
C -1.186 0.689 0.449
C 0.993 -0.926 0.070
C -0.076 0.670 -0.484
F 0.696 1.794 -0.440
S -2.434 -0.291 0.133
H -1.152 1.105 1.494
H 1.903 -0.383 0.275
H 0.996 -1.670 -0.863
H 0.625 -1.422 0.849
H -0.366 0.434 -1.482
*
```

Values from the calculation:
* HOMO-LUMO gap (spin up / spin down): 7.9597 / 7.1195 eV
* LUMO energy (spin up / spin down): 0.036 / -0.093 hartree
* relative energy (zero: lowest compared OMol25 entry of this formula, charge and spin): 0.00 kJ/mol
* highest occupied orbital energy (spin up / spin down): -0.2564 / -0.3544 Ha



No. 2
C3H5FS2 | the ωB97M-V functional and the def2-TZVPD basis

```
! wB97M-V def2-TZVPD RIJCOSX def2/J DEFGRID3
* xyz 0 1
C -2.132 -0.398 0.030
C 0.564 0.445 -0.095
C 2.081 -0.019 -0.021
H -2.704 -1.352 0.110
H -2.501 0.279 -0.736
H -2.221 0.233 0.882
H 2.616 0.458 -0.915
H 2.396 0.550 0.803
F 2.115 -1.292 0.045
S -0.460 -0.933 -0.087
S 0.247 2.028 -0.015
*
```

Values from the calculation:
* HOMO-LUMO gap: 8.7370 eV
* LUMO energy: 0.000 hartree
* relative energy (zero: lowest compared OMol25 entry of this formula, charge and spin): 62.04 kJ/mol
* highest occupied orbital energy: -0.3212 Ha
* SMILES: CSC(=S)CF



No. 3
C3H5FS2 | the ωB97M-V functional and the def2-TZVPD basis

```
! wB97M-V def2-TZVPD RIJCOSX def2/J DEFGRID3
* xyz 0 1
C -0.618 -0.098 -0.180
C 0.505 0.212 0.999
C 0.152 -0.773 -1.181
H -0.569 2.036 0.071
H -1.154 -1.015 0.410
H 1.425 -0.651 0.851
H 0.169 -0.030 2.381
H 0.675 0.006 -1.623
F 1.007 1.538 0.692
S -1.583 1.118 -0.839
S -0.010 -2.343 -1.582
*
```

Values from the calculation:
* HOMO-LUMO gap: 8.4538 eV
* LUMO energy: -0.020 hartree
* relative energy (zero: lowest compared OMol25 entry of this formula, charge and spin): 426.15 kJ/mol
* highest occupied orbital energy: -0.3309 Ha



No. 4
C3H5FeO3 | the ωB97M-V functional and the def2-TZVPD basis

```
! wB97M-V def2-TZVPD RIJCOSX def2/J DEFGRID3
* xyz 3 7
O -0.250 -0.499 0.197
C 0.372 0.458 -0.496
C 0.816 0.078 -1.864
H 1.190 0.896 0.174
H 1.449 -0.819 -1.827
H 1.378 0.906 -2.307
H -0.061 -0.144 -2.488
O -0.711 0.993 1.883
C -0.716 -0.167 1.598
O -1.134 -1.226 2.094
Fe -2.111 -1.914 3.375
H -0.221 1.438 -0.338
*
```

Values from the calculation:
* HOMO-LUMO gap (spin up / spin down): 7.0004 / 3.9568 eV
* LUMO energy (spin up / spin down): -0.638 / -0.766 hartree
* relative energy (zero: lowest compared OMol25 entry of this formula, charge and spin): 0.00 kJ/mol
* highest occupied orbital energy (spin up / spin down): -0.8955 / -0.9111 Ha



No. 5
C3H5I | the ωB97M-V functional and the def2-TZVPD basis

```
! wB97M-V def2-TZVPD RIJCOSX def2/J DEFGRID3
* xyz 0 1
C 0.824 -0.406 0.070
C 1.841 0.439 -0.059
C -0.688 -0.110 0.007
I 3.877 -0.023 -0.004
H 1.118 -1.432 0.064
H 1.812 1.484 -0.419
H -1.120 -0.975 -0.684
H -1.106 -0.096 1.066
H -0.864 0.771 -0.454
*
```

Values from the calculation:
* HOMO-LUMO gap: 9.5021 eV
* LUMO energy: 0.021 hartree
* relative energy (zero: lowest compared OMol25 entry of this formula, charge and spin): 62.99 kJ/mol
* highest occupied orbital energy: -0.3279 Ha
* SMILES: C/C=C/I



No. 6
C3H5I | the ωB97M-V functional and the def2-TZVPD basis

```
! wB97M-V def2-TZVPD RIJCOSX def2/J DEFGRID3
* xyz 0 1
C 0.751 -0.125 -0.161
C -0.553 0.627 0.180
C 0.109 -0.849 0.908
I 0.492 -0.422 2.987
H 0.863 -0.741 -1.139
H 1.760 0.437 0.000
H -0.389 1.443 0.813
H -1.621 0.326 -0.159
H -0.673 -1.595 0.653
*
```

Values from the calculation:
* HOMO-LUMO gap: 9.0572 eV
* LUMO energy: 0.017 hartree
* relative energy (zero: lowest compared OMol25 entry of this formula, charge and spin): 171.42 kJ/mol
* highest occupied orbital energy: -0.3154 Ha
* SMILES: IC1CC1



No. 7
C3H5I2N | the ωB97M-V functional and the def2-TZVPD basis

```
! wB97M-V def2-TZVPD RIJCOSX def2/J DEFGRID3
* xyz 0 1
C 0.048 -0.107 1.966
C 0.900 1.215 -0.093
C -0.058 0.665 0.912
N -0.046 -1.155 2.652
I 2.942 2.205 3.408
I -1.820 2.100 1.294
H 1.801 0.622 -0.122
H 0.543 1.002 -1.066
H 1.185 2.316 -0.092
H 2.647 0.826 2.244
H 0.079 -1.043 3.623
*
```

Values from the calculation:
* HOMO-LUMO gap: 8.1122 eV
* LUMO energy: -0.029 hartree
* relative energy (zero: lowest compared OMol25 entry of this formula, charge and spin): 140.08 kJ/mol
* highest occupied orbital energy: -0.3273 Ha
* SMILES: CC(I)=C=N.I



No. 8
C3H5IN3O6P | the ωB97M-V functional and the def2-TZVPD basis

```
! wB97M-V def2-TZVPD RIJCOSX def2/J DEFGRID3
* xyz 0 1
O 1.228 1.135 2.064
P 0.859 0.390 0.853
O 1.244 -1.168 1.117
O 1.593 0.801 -0.471
C -0.977 0.447 0.688
N -1.653 -0.444 -0.174
C -2.939 -0.169 -0.034
N -3.155 0.818 0.826
C -1.905 1.234 1.311
I -1.499 2.728 2.726
H 0.746 -1.678 0.452
H 1.734 1.761 -0.538
H -1.207 -1.154 -0.748
H -3.721 -0.706 -0.579
H -4.064 1.174 1.097
N 3.436 -1.297 -2.152
O 4.351 -0.608 -2.624
O 2.481 -0.731 -1.542
O 3.449 -2.535 -2.271
*
```

Values from the calculation:
* HOMO-LUMO gap: 5.3618 eV
* LUMO energy: -0.049 hartree
* highest occupied orbital energy: -0.2465 Ha



Number 1: molecular weight 92.1 g mol⁻¹, E_tot -615.18580 Ha. Number 2: molecular weight 124.2 g mol⁻¹, E_tot -1013.50369 Ha. Number 3: molecular weight 124.2 g mol⁻¹, E_tot -1013.36501 Ha. Number 4: molecular weight 144.9 g mol⁻¹, E_tot -1605.08642 Ha. Number 5: molecular weight 168.0 g mol⁻¹, E_tot -414.95041 Ha. Number 6: molecular weight 168.0 g mol⁻¹, E_tot -414.90911 Ha. Number 7: molecular weight 308.9 g mol⁻¹, E_tot -767.35477 Ha. Number 8: molecular weight 337.0 g mol⁻¹, E_tot -1371.93484 Ha.